Here is C20H38Br21N2O3P as an isolated structure from OMol25. Energies are from ωB97M-V with the def2-TZVPD basis set.

Element x y z (Å)
C  5.81  -0.44  -0.45
O  6.91  0.41  -0.69
C  6.73  1.31  -1.77
C  5.88  2.52  -1.37
C  5.07  3.14  -2.52
C  3.56  3.17  -2.27
C  3.13  3.70  -0.88
C  2.70  2.61  0.11
C  1.56  3.00  1.05
C  0.23  3.39  0.35
C  -0.82  2.29  0.15
C  -0.52  1.22  -0.93
C  -0.20  -0.18  -0.37
C  0.83  -0.93  -1.21
P  0.37  -1.11  -2.96
N  -1.12  -2.03  -2.61
O  1.80  -0.07  -3.37
N  1.97  0.08  -4.73
O  2.20  1.19  -5.03
H  6.12  -1.48  -0.56
H  5.43  -0.30  0.56
H  4.99  -0.25  -1.15
H  6.27  0.78  -2.61
H  7.74  1.61  -2.06
H  6.53  3.27  -0.92
H  5.21  2.17  -0.57
H  5.25  2.56  -3.43
H  5.43  4.15  -2.73
H  3.09  3.78  -3.05
H  3.16  2.16  -2.42
H  3.98  4.24  -0.45
H  2.34  4.43  -1.01
H  2.45  1.69  -0.42
H  3.56  2.37  0.75
H  1.89  3.79  1.72
H  1.35  2.14  1.69
H  0.42  3.89  -0.61
H  -0.26  4.13  0.99
H  -1.00  1.81  1.11
H  -1.76  2.78  -0.11
H  -1.44  1.14  -1.54
H  0.30  1.55  -1.57
H  -1.13  -0.76  -0.36
H  0.14  -0.13  0.66
H  0.99  -1.95  -0.82
H  1.80  -0.43  -1.19
H  -0.42  -0.15  -3.60
H  0.96  -2.13  -3.71
H  -1.47  -2.47  -3.45
H  -0.95  -2.78  -1.95
C  -5.01  1.06  -1.20
Br  -5.23  0.80  0.70
Br  -3.90  -0.30  -2.00
Br  -6.71  1.21  -2.09
H  -4.49  2.00  -1.33
C  -7.62  -1.00  3.21
Br  -8.91  0.32  2.67
Br  -6.02  -0.19  3.91
Br  -8.38  -2.25  4.45
H  -7.33  -1.55  2.32
C  5.94  -4.64  -2.62
Br  4.59  -3.27  -2.72
Br  7.56  -3.96  -1.86
Br  5.30  -6.18  -1.66
H  6.16  -4.95  -3.63
C  -4.00  -5.87  -1.56
Br  -4.00  -6.45  -3.40
Br  -2.28  -6.17  -0.74
Br  -4.52  -4.04  -1.40
H  -4.72  -6.48  -1.03
C  -0.13  2.48  4.88
Br  -1.10  3.99  4.18
Br  -0.61  0.85  3.99
Br  1.76  2.70  4.75
H  -0.39  2.38  5.92
C  -12.02  -1.40  5.48
Br  -13.05  0.00  4.66
Br  -11.96  -1.21  7.39
Br  -12.66  -3.14  4.97
H  -11.01  -1.31  5.12
C  -0.40  -3.64  4.32
Br  -1.25  -2.61  2.94
Br  0.88  -2.60  5.30
Br  -1.69  -4.45  5.49
H  0.14  -4.44  3.84

Computed properties:
- HOMO-LUMO gap (eV) = 9.1
- E (Ha) = -55515.5243

The molecule's Mulliken atomic charges, reported in e, are given here: -0.225 -0.445 -0.873 0.458 -1.269 0.087 -0.945 0.344 -0.679 -1.121 -0.492 -0.282 -0.258 -0.926 0.667 -0.535 -0.336 0.137 -0.302 0.118 0.278 0.021 0.394 0.356 0.300 -0.313 0.591 0.332 0.359 -0.273 0.399 0.494 -0.551 0.577 0.519 0.185 0.382 0.342 0.121 0.290 0.309 0.217 0.439 0.342 0.587 0.000 -0.082 -0.041 0.260 0.138 -0.346 0.076 0.007 -0.049 0.306 -0.308 0.003 -0.026 -0.069 0.361 -0.399 0.076 -0.020 -0.015 0.346 -0.357 -0.019 -0.019 0.035 0.348 -0.386 -0.043 0.073 -0.039 0.384 0.293 -0.013 -0.005 -0.002 -0.276 -0.359 0.039 -0.025 -0.023 0.356

Here is an isolated ion of composition C20H38ClN2O2 and charge +1 from OMol25. Energies are from ωB97M-V with the def2-TZVPD basis set.

Element x y z (Å)
C  0.50  -2.73  0.88
C  0.19  -1.73  1.47
N  -0.16  -0.56  2.16
C  1.03  0.30  2.49
C  1.55  1.10  1.28
O  2.34  0.24  0.49
C  3.65  0.11  0.98
C  4.52  -0.78  0.06
C  3.69  -1.96  -0.38
O  5.54  -1.30  0.88
N  0.46  1.65  0.51
C  0.76  2.93  -0.06
Cl  1.07  4.21  1.18
C  1.87  2.84  -1.15
C  3.24  3.38  -0.74
C  -0.82  1.63  1.23
C  -1.23  0.18  1.38
C  -2.65  -0.03  1.92
C  -3.23  -1.35  1.32
C  -4.57  -1.14  0.59
C  -4.41  -0.96  -0.93
C  -3.67  -2.11  -1.61
C  -2.63  -1.68  -2.65
C  -1.55  -0.72  -2.13
C  -0.95  0.18  -3.24
H  0.75  -3.66  0.48
H  -0.56  -0.90  3.04
H  0.72  0.95  3.30
H  1.78  -0.35  2.91
H  2.22  1.85  1.71
H  3.71  -0.37  1.96
H  4.15  1.07  1.10
H  4.93  -0.21  -0.77
H  4.36  -2.72  -0.77
H  3.18  -2.37  0.49
H  2.96  -1.67  -1.13
H  6.18  -0.61  1.10
H  -0.13  3.24  -0.59
H  1.53  3.47  -1.96
H  1.89  1.82  -1.50
H  3.88  3.30  -1.62
H  3.71  2.78  0.03
H  3.21  4.43  -0.50
H  -0.81  2.19  2.17
H  -1.56  2.08  0.58
H  -1.19  -0.22  0.38
H  -3.28  0.80  1.64
H  -2.57  -0.15  3.00
H  -3.44  -2.00  2.17
H  -2.51  -1.87  0.71
H  -5.04  -0.26  1.03
H  -5.24  -1.97  0.75
H  -5.42  -0.94  -1.32
H  -4.00  0.03  -1.14
H  -4.42  -2.69  -2.15
H  -3.21  -2.81  -0.92
H  -2.11  -2.59  -2.96
H  -3.08  -1.31  -3.56
H  -0.73  -1.28  -1.70
H  -2.02  -0.05  -1.41
H  -1.43  0.01  -4.19
H  0.12  0.06  -3.29
H  -1.11  1.22  -2.96

Computed properties:
- HOMO-LUMO gap (eV) = 10.2
- SMILES string = C#C[N@H+]1C[C@@H](OC[C@H](C)O)N([C@@H](Cl)CC)C[C@@H]1CCCCCCCC
- E (Ha) = -1504.6818
- total charge = +1

The molecule's Mulliken atomic charges, reported in e, are given here: -0.605 0.037 0.426 -1.488 -0.415 0.019 -0.689 0.224 -1.162 -0.577 0.345 -0.155 -0.165 -0.340 -1.360 -2.002 0.566 -1.208 0.033 -1.139 -0.827 -0.844 -1.009 1.705 -1.383 0.471 0.612 0.398 0.655 0.682 0.313 0.294 0.267 0.450 0.130 0.313 0.353 0.590 0.503 0.119 0.405 0.235 0.436 0.145 0.810 0.138 0.650 0.190 0.473 0.041 0.407 0.408 0.445 0.410 0.436 0.449 0.306 0.460 -0.119 -0.782 0.407 0.224 0.287

Q: Which of these has the lowest E?
A: C20H38Br21N2O3P

Q: What is the HOMO-LUMO gap in the first record?
A: 9.1 eV

Q: The lowest HOMO-LUMO gap belongs to which entry?
A: C20H38Br21N2O3P